Record 1
{"formula": "C27H33O2Pd", "method": "ωB97M-V/def2-TZVPD", "s2": 2.044, "total_charge": -1, "spin_multiplicity": 3, "relative_energy_ev": 0.000, "gap_ev": [5.425, 5.716], "energy_ha": -1326.73755, "elements": ["O", "C", "C", "H", "H", "C", "H", "H", "C", "H", "H", "H", "C", "H", "H", "H", "Pd", "C", "C", "C", "H", "C", "C", "H", "H", "H", "H", "C", "C", "C", "H", "C", "C", "H", "H", "H", "H", "O", "C", "C", "H", "H", "C", "H", "H", "C", "H", "H", "H", "H", "C", "C", "C", "C", "C", "C", "C", "C", "H", "H", "H", "H", "H"], "positions_angstrom": [[-0.71, -0.46, -2.89], [-1.16, 0.78, -3.64], [-0.49, 0.33, -4.93], [-0.76, 1.73, -3.23], [-2.27, 0.80, -3.66], [-0.33, -1.04, -4.19], [0.45, 0.81, -5.19], [-1.16, 0.26, -5.78], [1.04, -1.71, -4.25], [1.87, -1.01, -4.06], [1.20, -2.09, -5.27], [1.05, -2.58, -3.58], [-1.42, -1.98, -4.70], [-2.35, -1.42, -4.88], [-1.62, -2.81, -4.00], [-1.15, -2.38, -5.69], [-0.86, -0.70, 0.42], [-3.06, -1.50, 2.27], [-2.81, -0.13, 2.27], [-2.61, 0.31, 0.90], [-2.78, 0.53, 3.14], [-3.05, -0.82, 0.04], [-3.23, -1.95, 0.92], [-3.49, -2.95, 0.61], [-3.07, -2.15, 3.15], [-2.41, 1.31, 0.55], [-3.41, -0.70, -0.98], [0.72, -2.62, 2.74], [-0.20, -3.16, 1.82], [0.17, -2.70, 0.48], [-1.02, -3.83, 2.06], [1.46, -2.03, 0.62], [1.75, -1.94, 2.01], [2.61, -1.45, 2.46], [0.67, -2.67, 3.83], [-0.22, -3.12, -0.45], [2.11, -1.72, -0.20], [2.02, 1.13, -3.30], [1.70, 0.69, -1.95], [0.74, 1.74, -1.34], [2.60, 0.67, -1.31], [1.31, -0.33, -2.03], [1.09, 3.05, -2.06], [0.72, 1.76, -0.25], [-0.28, 1.41, -1.61], [1.85, 2.57, -3.34], [1.74, 3.68, -1.42], [0.17, 3.58, -2.31], [2.86, 3.01, -3.36], [1.33, 2.85, -4.27], [-0.15, 0.37, 2.01], [0.27, 0.79, 3.11], [0.74, 1.36, 4.35], [-0.03, 2.30, 5.05], [0.27, 2.61, 6.38], [1.37, 2.03, 7.02], [2.22, 1.20, 6.28], [1.93, 0.90, 4.94], [-0.89, 2.75, 4.56], [-0.36, 3.31, 6.94], [1.59, 2.26, 8.07], [3.11, 0.80, 6.75], [2.60, 0.25, 4.38]], "nbo_charge": [-0.55, -0.07, -0.47, 0.19, 0.18, 0.28, 0.22, 0.19, -0.65, 0.24, 0.21, 0.22, -0.63, 0.20, 0.22, 0.20, 0.71, -0.33, -0.21, -0.39, 0.21, -0.41, -0.26, 0.20, 0.21, 0.23, 0.22, -0.34, -0.20, -0.44, 0.20, -0.36, -0.17, 0.20, 0.21, 0.22, 0.21, -0.57, -0.08, -0.45, 0.16, 0.22, -0.45, 0.27, 0.21, -0.07, 0.21, 0.21, 0.17, 0.17, -0.34, -0.20, -0.08, -0.21, -0.22, -0.26, -0.22, -0.21, 0.21, 0.20, 0.20, 0.20, 0.21]}



Record 2
{"formula": "C27H33O2Zr", "method": "ωB97M-V/def2-TZVPD", "total_charge": 1, "spin_multiplicity": 1, "relative_energy_ev": 1.893, "gap_ev": 7.361, "energy_ha": -1245.72577, "elements": ["O", "C", "C", "H", "H", "C", "H", "H", "C", "H", "H", "H", "C", "H", "H", "H", "Zr", "C", "C", "C", "H", "C", "C", "H", "H", "H", "H", "C", "C", "C", "H", "C", "C", "H", "H", "H", "H", "O", "C", "C", "H", "H", "C", "H", "H", "C", "H", "H", "H", "H", "C", "C", "C", "C", "C", "C", "C", "C", "H", "H", "H", "H", "H"], "positions_angstrom": [[1.65, -1.85, -3.33], [1.01, -2.83, -4.18], [2.24, -3.68, -3.89], [0.95, -2.44, -5.25], [0.00, -3.14, -3.84], [2.98, -2.37, -3.38], [2.48, -4.33, -4.70], [2.08, -4.51, -3.18], [3.57, -1.40, -4.44], [2.81, -1.00, -5.14], [4.37, -1.76, -5.08], [3.99, -0.51, -3.96], [3.65, -2.38, -1.97], [3.22, -3.08, -1.24], [3.66, -1.42, -1.51], [4.72, -2.68, -1.95], [-0.78, 0.83, -1.84], [-0.87, -1.02, -0.03], [-2.25, -0.94, -0.40], [-2.43, -1.66, -1.61], [-3.04, -0.49, 0.20], [-1.21, -2.35, -1.88], [-0.22, -1.87, -0.98], [0.79, -2.25, -0.91], [-0.44, -0.67, 0.92], [-3.34, -1.75, -2.21], [-1.13, -3.25, -2.49], [0.52, 1.71, -0.18], [1.40, 0.69, -0.71], [2.07, 1.25, -1.85], [1.63, -0.26, -0.22], [1.48, 2.51, -2.14], [0.54, 2.82, -1.11], [0.02, 3.77, -1.00], [-0.10, 1.63, 0.72], [2.97, 0.84, -2.35], [1.70, 3.16, -3.00], [-0.35, 1.48, -3.75], [0.25, 0.99, -5.10], [-0.80, 1.29, -6.16], [0.32, -0.07, -5.00], [1.22, 1.43, -5.29], [-2.10, 1.75, -5.44], [-0.94, 0.37, -6.74], [-0.38, 2.05, -6.81], [-1.80, 1.77, -3.92], [-2.92, 1.06, -5.60], [-2.38, 2.73, -5.82], [-2.34, 0.93, -3.49], [-2.14, 2.68, -3.51], [-2.16, 1.78, -0.58], [-2.59, 2.09, 0.55], [-3.07, 2.52, 1.80], [-2.58, 3.74, 2.35], [-3.12, 4.23, 3.54], [-4.14, 3.51, 4.21], [-4.58, 2.27, 3.71], [-4.05, 1.78, 2.51], [-1.75, 4.25, 1.85], [-2.76, 5.19, 3.95], [-4.59, 3.92, 5.12], [-5.35, 1.70, 4.24], [-4.34, 0.78, 2.13]], "nbo_charge": [-0.57, -0.07, -0.44, 0.15, 0.19, 0.27, 0.22, 0.23, -0.63, 0.21, 0.22, 0.21, -0.64, 0.22, 0.21, 0.24, 1.81, -0.39, -0.29, -0.31, 0.25, -0.25, -0.28, 0.25, 0.25, 0.24, 0.23, -0.43, -0.34, -0.24, 0.26, -0.22, -0.36, 0.27, 0.29, 0.25, 0.24, -0.61, -0.03, -0.44, 0.21, 0.23, -0.40, 0.24, 0.23, -0.12, 0.24, 0.24, 0.19, 0.26, -0.64, 0.17, -0.21, -0.16, -0.21, -0.17, -0.21, -0.16, 0.22, 0.23, 0.23, 0.23, 0.22]}



Record 3
{"formula": "C27H34AsN4O3PPbS", "method": "ωB97M-V/def2-TZVPD", "total_charge": 2, "spin_multiplicity": 1, "relative_energy_ev": 0.228, "gap_ev": 5.824, "energy_ha": -4661.66486, "elements": ["Pb", "C", "C", "N", "C", "S", "N", "N", "C", "C", "C", "C", "C", "C", "C", "N", "H", "H", "H", "H", "H", "H", "H", "H", "H", "H", "H", "H", "H", "O", "C", "O", "C", "P", "C", "C", "C", "C", "C", "C", "C", "C", "C", "C", "C", "C", "H", "H", "H", "H", "H", "H", "H", "H", "H", "H", "H", "H", "C", "As", "C", "C", "O", "H", "H", "H", "H", "H", "H", "H", "H", "H"], "positions_angstrom": [[0.59, -0.63, -0.19], [3.27, 4.68, 1.70], [1.90, 4.18, 2.13], [1.94, 2.80, 2.61], [1.77, 1.70, 1.87], [1.28, 1.87, 0.22], [2.05, 0.56, 2.49], [1.82, -0.59, 1.83], [2.32, -1.68, 2.31], [3.15, -1.72, 3.55], [2.06, -2.92, 1.56], [2.45, -4.15, 2.07], [2.22, -5.30, 1.33], [1.62, -5.18, 0.09], [1.24, -3.93, -0.35], [1.44, -2.83, 0.37], [3.20, 5.69, 1.32], [3.97, 4.68, 2.53], [3.68, 4.05, 0.91], [1.51, 4.78, 2.95], [1.19, 4.24, 1.32], [2.31, 2.63, 3.53], [3.44, -0.72, 3.84], [2.59, -2.17, 4.38], [4.04, -2.33, 3.39], [2.93, -4.21, 3.04], [2.52, -6.27, 1.71], [1.44, -6.04, -0.55], [0.76, -3.79, -1.31], [-2.45, -2.74, -2.63], [-1.43, -2.18, -2.28], [-0.89, -2.23, -1.13], [-0.74, -1.20, -3.30], [-0.53, 0.35, -2.44], [-2.08, 1.08, -2.00], [-3.28, 0.47, -2.41], [-4.49, 1.05, -2.07], [-4.52, 2.21, -1.31], [-3.33, 2.81, -0.88], [-2.12, 2.24, -1.22], [0.63, 1.52, -3.12], [1.97, 1.13, -3.25], [2.89, 2.00, -3.81], [2.48, 3.26, -4.23], [1.15, 3.65, -4.10], [0.22, 2.78, -3.55], [-1.39, -1.10, -4.17], [0.24, -1.57, -3.61], [-3.27, -0.44, -2.99], [-5.41, 0.60, -2.41], [-5.47, 2.67, -1.06], [-3.36, 3.71, -0.29], [-1.20, 2.70, -0.87], [2.30, 0.15, -2.92], [3.92, 1.70, -3.91], [3.20, 3.94, -4.65], [0.84, 4.62, -4.44], [-0.81, 3.08, -3.47], [-3.82, -1.77, 0.56], [-2.36, -1.44, 1.74], [-2.97, -0.45, 3.25], [-1.59, -3.09, 2.35], [-1.17, -0.46, 1.02], [-4.55, -2.41, 1.06], [-3.45, -2.25, -0.35], [-4.27, -0.81, 0.31], [-3.68, -1.06, 3.82], [-3.47, 0.46, 2.90], [-2.12, -0.18, 3.88], [-2.32, -3.62, 2.95], [-0.71, -2.86, 2.95], [-1.31, -3.70, 1.49]], "lowdin_charge": [1.21, -0.07, -0.26, 0.01, -0.74, 0.70, 0.02, -0.09, -0.25, 0.00, -0.22, 0.02, 0.00, 0.00, -0.09, 0.01, 0.08, 0.08, 0.07, 0.12, 0.08, 0.16, 0.08, 0.11, 0.10, 0.12, 0.13, 0.13, 0.12, 0.07, -0.72, -0.24, -0.19, 1.02, -0.34, -0.05, -0.05, -0.04, -0.04, -0.09, -0.39, -0.11, -0.05, -0.03, -0.04, -0.06, 0.12, 0.11, 0.11, 0.12, 0.12, 0.12, 0.07, 0.10, 0.12, 0.12, 0.12, 0.11, -0.16, 1.07, -0.17, -0.17, -0.61, 0.06, 0.03, 0.04, 0.06, 0.05, 0.05, 0.06, 0.04, 0.04]}